ORCA calculation (ωB97M-V/def2-TZVPD) on a 3-piece molecular cluster, C4H14O3 overall at a distorted geometry.

XYZ file:
```
21
Properties=species:S:1:pos:R:3
C -2.418 -0.960 -0.922
C -1.082 -0.741 -0.116
C 0.157 -0.487 -1.040
C 1.432 -0.854 -0.332
O 0.375 0.815 -1.627
H -3.054 -1.674 -0.285
H -2.200 -1.145 -1.974
H -3.077 -0.133 -1.110
H -1.314 0.197 0.592
H -0.700 -1.563 0.565
H 0.099 -1.278 -1.834
H 2.271 -0.766 -0.929
H 1.623 -0.114 0.599
H 1.287 -1.831 0.189
H 0.183 0.824 -2.560
O 2.458 2.887 -0.416
H 1.878 2.048 -0.797
H 2.455 3.439 -1.178
O -0.455 0.228 4.522
H -0.353 1.216 4.327
H 0.437 -0.110 4.327
```

Calculated values
Kohn-Sham gap in eV: 11.247
Structure (SMILES): CC[C@H](C)O.O.O
Net charge: 0
Energy in eV: -10515.9263
LUMO energy in Eh: 0.022
ΔE to the lowest compared entry with this formula, charge and spin in eV: 2.003

natural (NBO) atomic charge list, values in e, 5 entries: atom 1 (C): -0.63, atom 2 (C): -0.43, atom 3 (C): 0.09, atom 4 (C): -0.61, atom 5 (O): -0.75

ORCA calculation (ωB97M-V/def2-TZVPD) on an isolated ion of composition C3H3OS2 and charge -1 at a distorted geometry.

XYZ file:
```
9
Properties=species:S:1:pos:R:3
C -0.124 0.034 -0.159
C -1.609 -0.604 -0.232
S -1.956 -2.195 0.039
C -2.649 0.421 -0.380
O -3.204 0.926 -1.305
S -2.846 0.921 1.269
H 0.410 -0.231 -1.102
H 0.476 -0.468 0.546
H -0.161 1.075 -0.080
```

Calculated values
Kohn-Sham gap (spin up / spin down) in eV: 7.159 / 7.159
Structure (SMILES): CC(=S)C([O-])=S
Net charge: -1
Energy in eV: -26878.3621
LUMO energy (spin up / spin down) in Eh: 0.132 / 0.132
ΔE to the lowest compared entry with this formula, charge and spin in eV: 0.648

natural (NBO) atomic charge list, values in e, 5 entries: atom 1 (C): -0.64, atom 2 (C): -0.13, atom 3 (S): -0.14, atom 4 (C): 0.30, atom 5 (O): -0.61

ORCA calculation (ωB97M-V/def2-TZVPD) on one molecule with the formula C9H13NO3 at a distorted geometry.

XYZ file:
```
26
Properties=species:S:1:pos:R:3
C 3.296 -0.084 0.060
C 2.048 -0.373 -0.200
C 1.687 -1.033 -1.625
C 0.960 -0.078 0.861
C 0.272 1.293 0.808
C -0.993 1.289 -0.073
C -1.943 0.202 0.137
N -3.197 0.331 -0.152
O -4.103 -0.513 -0.173
O -3.600 1.674 -0.366
C -1.320 -1.204 0.237
O -1.941 -2.091 -0.298
C 0.034 -1.267 1.020
H 4.095 -0.357 -0.585
H 3.671 0.448 0.994
H 0.706 -0.729 -1.941
H 1.704 -2.183 -1.523
H 2.516 -0.683 -2.221
H 1.580 -0.041 1.708
H 0.778 2.226 0.408
H -0.029 1.442 1.817
H -1.408 2.211 0.144
H -0.647 1.320 -1.104
H -4.462 1.504 -0.700
H -0.340 -1.119 2.001
H 0.636 -2.186 0.765
```

Calculated values
Kohn-Sham gap in eV: 9.365
Structure (SMILES): C=C(C)[C@H]1CC/C(=[N+](/[O-])O)C(=O)C1
Net charge: 0
Energy in eV: -17171.3061
LUMO energy in Eh: 0.010
ΔE to the lowest compared entry with this formula, charge and spin in eV: 5.459

natural (NBO) atomic charge list, values in e, 5 entries: atom 1 (C): -0.42, atom 2 (C): 0.05, atom 3 (C): -0.65, atom 4 (C): -0.26, atom 5 (C): -0.37

ORCA calculation (ωB97M-V/def2-TZVPD) on one molecule with the formula C4H2N2 at a distorted geometry.

XYZ file:
```
8
Properties=species:S:1:pos:R:3
C -0.508 -0.084 -1.138
C 1.116 -0.105 0.591
C 0.761 -0.233 -0.708
C -1.146 0.170 0.972
N -1.571 0.117 -0.231
N 0.054 0.129 1.448
H -0.662 0.126 -2.200
H 1.956 -0.121 1.266
```

Calculated values
Kohn-Sham gap (spin up / spin down) in eV: 7.849 / 9.687
Net charge: 0
Energy in eV: -7155.3020
LUMO energy (spin up / spin down) in Eh: -0.051 / -0.018
ΔE to the lowest compared entry with this formula, charge and spin in eV: 3.608

natural (NBO) atomic charge list, values in e, 5 entries: atom 1 (C): -0.04, atom 2 (C): -0.03, atom 3 (C): 0.00, atom 4 (C): 0.50, atom 5 (N): -0.45

ORCA calculation (ωB97M-V/def2-TZVPD) on a 2-piece molecular cluster, C2H8OS2 overall at a distorted geometry.

XYZ file:
```
13
Properties=species:S:1:pos:R:3
C 0.340 -2.069 -0.687
C 0.256 -0.900 0.425
O 0.689 0.330 -0.056
H 1.334 -2.126 -1.065
H 0.055 -3.159 -0.323
H -0.497 -1.722 -1.404
H 0.684 -1.162 1.448
H -0.874 -0.877 0.498
H 1.558 0.356 -0.515
S -0.463 3.314 -0.559
S -0.841 3.449 1.574
H -0.466 2.060 -0.845
H -1.777 2.507 1.509
```

Calculated values
Kohn-Sham gap in eV: 8.796
Structure (SMILES): CCO.SS
Net charge: 0
Energy in eV: -25920.2463
LUMO energy in Eh: 0.006
ΔE to the lowest compared entry with this formula, charge and spin in eV: 1.689

natural (NBO) atomic charge list, values in e, 5 entries: atom 1 (C): -0.64, atom 2 (C): -0.06, atom 3 (O): -0.74, atom 4 (H): 0.20, atom 5 (H): 0.22

ORCA calculation (ωB97M-V/def2-TZVPD) on C8H13ClFO3PZn as an isolated structure at a distorted geometry.

XYZ file:
```
28
Properties=species:S:1:pos:R:3
C -1.642 2.982 1.536
C -1.041 1.545 1.048
P -0.486 1.542 -0.768
C -1.931 0.890 -1.858
C 0.923 0.318 -1.101
O 0.654 -0.404 -2.324
C 1.655 -1.466 -2.330
O 2.165 -2.021 -3.317
O 1.991 -1.718 -0.932
C 1.368 -0.767 -0.004
Cl 2.806 -0.017 0.906
C 0.286 -1.535 0.904
C 0.305 -3.137 0.781
F 0.643 -1.235 2.297
H -2.012 2.866 2.630
H -2.523 3.342 0.887
H -0.826 3.787 1.547
H -0.140 1.280 1.704
H -1.873 0.773 1.272
H -1.534 0.953 -2.949
H -2.829 1.588 -1.747
H -2.149 -0.218 -1.664
H 1.802 1.018 -1.371
H -0.802 -1.194 0.715
H -0.103 -3.547 1.790
H 1.353 -3.595 0.673
H -0.427 -3.549 -0.018
Zn 4.367 1.521 1.693
```

Calculated values
Kohn-Sham gap in eV: 2.871
Net charge: +2
Energy in eV: -87570.9570
LUMO energy in Eh: -0.469

natural (NBO) atomic charge list, values in e, 5 entries: atom 1 (C): -0.62, atom 2 (C): -0.75, atom 3 (P): 1.17, atom 4 (C): -0.93, atom 5 (C): -0.26

ORCA calculation (ωB97M-V/def2-TZVPD) on a 3-piece molecular cluster, C30H63Br4NO3PS2 overall at a distorted geometry.

XYZ file:
```
104
Properties=species:S:1:pos:R:3
C 0.070 5.737 3.195
C 1.389 6.235 2.358
C 1.279 6.053 0.725
C 0.768 4.565 0.242
C -0.866 4.622 0.123
C -1.516 3.633 -1.013
C -0.618 2.310 -1.378
C 0.228 2.478 -2.810
N 0.789 1.107 -3.115
C 2.157 0.998 -2.480
C 2.576 -0.580 -2.114
C 3.920 -0.604 -1.169
C 4.199 -2.204 -0.794
C 3.762 -2.558 0.767
C 5.157 -2.641 1.628
C 5.014 -2.220 3.211
C 6.422 -2.740 3.947
C 0.793 0.783 -4.592
S 2.149 0.434 -5.556
S -0.907 0.717 -5.459
C -2.244 0.262 -4.224
C -1.877 -1.183 -3.490
C -2.690 -1.263 -2.056
P -4.356 -2.240 -2.173
O -3.907 -3.290 -0.816
C -4.625 -2.968 0.427
C -5.840 -1.954 -0.085
C -6.246 -1.221 1.358
O -7.400 -0.315 1.237
C -6.972 1.054 0.841
C -7.076 2.103 2.140
C -5.977 1.705 3.336
O -5.241 -1.111 -1.132
H -0.843 6.465 2.961
H 0.304 5.898 4.348
H -0.193 4.603 3.072
H 2.384 5.758 2.806
H 1.499 7.406 2.550
H 2.391 6.176 0.311
H 0.675 6.948 0.217
H 1.053 3.782 1.097
H 1.328 4.312 -0.760
H -1.149 5.742 -0.167
H -1.373 4.438 1.177
H -1.832 4.261 -1.977
H -2.545 3.231 -0.564
H 0.117 1.962 -0.526
H -1.354 1.387 -1.554
H -0.418 2.940 -3.671
H 1.139 3.199 -2.631
H 3.013 1.574 -3.046
H 2.070 1.530 -1.415
H 2.621 -1.272 -3.056
H 1.683 -0.965 -1.422
H 4.873 -0.117 -1.656
H 3.754 -0.017 -0.143
H 5.327 -2.440 -1.028
H 3.544 -2.921 -1.476
H 2.956 -1.821 1.204
H 3.252 -3.636 0.737
H 5.542 -3.755 1.564
H 5.970 -1.945 1.121
H 4.085 -2.764 3.718
H 4.900 -1.063 3.391
H 6.358 -2.648 5.114
H 7.307 -2.120 3.465
H 6.588 -3.868 3.596
H -3.309 0.088 -4.727
H -2.394 1.146 -3.462
H -2.251 -2.019 -4.256
H -0.720 -1.333 -3.393
H -1.971 -1.780 -1.285
H -2.985 -0.165 -1.702
H -3.595 -3.178 -2.959
H -4.854 -1.538 -3.358
H -5.538 -3.058 -2.317
H -3.986 -2.331 1.173
H -5.039 -3.827 1.106
H -6.851 -2.463 -0.462
H -5.276 -0.674 1.771
H -6.442 -2.110 2.128
H -7.575 1.469 -0.083
H -5.841 0.986 0.476
H -8.165 2.111 2.600
H -6.744 3.149 1.732
H -4.965 1.454 2.782
H -6.381 0.772 3.930
H -5.816 2.626 4.041
Br 2.339 -4.933 -7.628
C 1.015 -3.538 -7.951
C 0.828 -2.667 -6.731
Br -0.255 -3.567 -5.381
H 0.096 -4.038 -8.273
H 1.416 -2.954 -8.785
H 0.271 -1.761 -6.985
H 1.769 -2.387 -6.250
Br 4.409 -3.977 6.447
C 5.196 -4.234 8.213
C 6.172 -3.128 8.542
Br 7.865 -3.378 7.606
H 5.650 -5.229 8.219
H 4.350 -4.221 8.906
H 6.430 -3.146 9.605
H 5.805 -2.132 8.279
```

Calculated values
Kohn-Sham gap in eV: 5.951
Net charge: -1
Energy in eV: -350881.3854
LUMO energy in Eh: 0.060
ΔE to the lowest compared entry with this formula, charge and spin in eV: 12.491

Mulliken atomic charge list, values in e, 5 entries: atom 1 (C): -0.82, atom 2 (C): -0.48, atom 3 (C): -0.68, atom 4 (C): 0.17, atom 5 (C): -0.48